Entry w
18
Properties=species:S:1:pos:R:3:mulliken_charge:R:1 method="wB97M-V/def2-TZVPD" multiplicity=1 homo_energy_ev=-8.849 homo_lumo_gap_ev=7.48 lumo_ev=-1.374
O -2.532 0.922 -0.588 -0.412
C -2.611 -0.010 0.452 0.433
O -3.596 -0.458 1.140 -0.550
C -1.126 -0.276 1.080 -0.290
C -0.209 -0.707 -0.039 -1.067
C 0.211 0.419 -1.030 -0.579
S 1.600 1.613 -0.429 -0.111
C 2.946 0.358 -0.074 -0.515
H -2.387 -0.354 -0.675 0.293
H -1.006 -0.851 1.997 0.335
H -0.894 0.719 1.422 0.270
H 0.687 -1.189 0.363 0.365
H -0.621 -1.487 -0.683 0.391
H -0.611 1.099 -1.148 0.341
H 0.614 -0.044 -1.928 0.438
H 2.273 -0.467 0.255 0.043
H 3.713 0.492 0.781 0.310
H 3.551 0.221 -0.894 0.304

=====

Entry x
18
Properties=species:S:1:pos:R:3:mulliken_charge:R:1 method="wB97M-V/def2-TZVPD" multiplicity=1 homo_energy_ev=-8.745 homo_lumo_gap_ev=9.46 lumo_ev=0.714
O 1.184 2.532 -0.011 -0.433
C 0.681 2.213 1.262 0.344
O 0.001 2.885 1.974 -0.464
C 0.681 0.685 1.385 -0.239
C -0.495 0.117 0.563 -0.940
C -0.481 0.134 -0.965 -0.605
S 0.686 -1.105 -1.617 -0.109
C -0.135 -2.697 -1.256 -0.819
H 0.139 2.595 0.120 0.303
H 0.589 0.225 2.365 0.358
H 1.619 0.339 0.940 0.255
H -0.828 -0.847 0.942 0.425
H -1.312 0.825 0.785 0.350
H -0.113 1.063 -1.402 0.316
H -1.471 0.020 -1.407 0.400
H -0.067 -2.895 -0.191 0.252
H 0.477 -3.367 -1.856 0.340
H -1.154 -2.722 -1.633 0.265

=====

In terms of stability, entry x leads; the second structure lies 2.589 eV higher.

=====

Entry w
9
Properties=species:S:1:pos:R:3:mulliken_charge:R:1 method="wB97M-V/def2-TZVPD" multiplicity=1 homo_energy_ev="-15.960 / -15.962" homo_lumo_gap_ev="7.06 / 7.06" lumo_ev="-8.896 / -8.897" charge=+1
C 0.600 2.190 -1.204 0.006
C -0.874 1.351 0.686 -0.585
C -0.511 0.174 0.536 0.740
C 0.233 -2.143 0.273 -0.095
N 1.212 2.520 -2.089 -0.107
N -0.023 -0.931 0.268 0.003
H -1.354 2.244 0.990 0.465
H -0.271 -2.853 0.929 0.288
H 0.989 -2.552 -0.389 0.285

=====

Entry x
9
Properties=species:S:1:pos:R:3:mulliken_charge:R:1 method="wB97M-V/def2-TZVPD" multiplicity=1 homo_energy_ev=-14.682 homo_lumo_gap_ev=8.78 lumo_ev=-5.903 smiles="C=N/C=C1/C#[N+]1" charge=+1
C 0.110 1.566 0.486 0.299
C 0.637 2.768 0.006 -0.011
C 0.022 -1.821 -0.779 -0.150
C -0.592 0.302 0.348 0.032
N 1.191 2.048 0.995 -0.129
N -0.319 -0.780 -0.247 0.056
H 0.715 -2.270 -0.037 0.286
H -0.189 -2.100 -1.772 0.318
H -1.574 0.287 1.001 0.299

=====

In terms of stability, entry x leads; the second structure lies 1.982 eV higher.

=====

Entry w
31
Properties=species:S:1:pos:R:3:mulliken_charge:R:1 method="wB97M-V/def2-TZVPD" multiplicity=1 homo_energy_ev=-8.631 homo_lumo_gap_ev=9.46 lumo_ev=0.833 smiles=Cc1ccc(O)cc1.Cc1ccccc1
C 1.522 -0.064 -1.521 -1.244
C 1.630 2.687 1.797 -0.702
C 1.439 1.275 1.953 -0.276
C 1.519 3.150 0.498 -0.198
C 1.461 0.428 0.886 -0.633
C 1.584 2.326 -0.637 -0.803
C 1.517 0.972 -0.432 1.316
H 1.580 3.222 2.721 0.348
H 1.282 1.026 3.006 0.335
H 1.354 4.209 0.331 0.364
H 1.511 -0.657 0.995 0.316
H 1.627 2.837 -1.582 0.375
H 1.988 -1.009 -1.287 0.316
H 1.986 0.473 -2.393 0.402
H 0.455 -0.329 -1.756 0.045
C -0.688 -3.486 0.567 -1.581
C -1.795 -0.641 -1.686 -0.613
C -2.121 0.354 -0.808 0.402
C -1.276 -1.873 -1.239 -0.576
C -1.247 -2.160 0.141 0.992
C -2.023 0.052 0.560 -0.045
C -1.599 -1.135 1.086 -0.811
O -2.298 1.634 -1.264 -0.604
H -1.980 -0.666 -2.758 0.356
H -0.956 -2.770 -1.777 0.385
H -2.001 0.920 1.235 0.356
H -1.624 2.205 -0.884 0.351
H -0.612 -3.552 1.664 0.351
H 0.380 -3.603 0.332 0.316
H -1.488 -1.444 2.109 0.349
H -1.128 -4.380 0.144 0.411

=====

Entry x
31
Properties=species:S:1:pos:R:3:mulliken_charge:R:1 method="wB97M-V/def2-TZVPD" multiplicity=1 homo_energy_ev=-8.296 homo_lumo_gap_ev=9.05 lumo_ev=0.758 smiles=Cc1ccc(O)cc1.Cc1ccccc1
C 0.944 3.229 -0.137 -1.553
C -0.069 0.752 2.464 -0.555
C -1.383 0.618 2.036 -0.353
C 0.741 1.679 1.767 -0.510
C 0.124 2.147 0.617 1.179
C -1.932 1.024 0.791 -0.686
C -1.035 1.705 -0.028 -0.469
H 0.091 0.313 3.428 0.382
H -1.820 -0.202 2.615 0.328
H 1.692 1.984 2.183 0.472
H -3.002 0.831 0.802 0.372
H 0.292 3.783 -0.816 0.397
H 1.823 2.919 -0.723 0.257
H -1.194 1.681 -1.101 0.373
H 1.366 3.948 0.587 0.370
C -1.396 -2.234 -2.677 -1.582
C 0.433 -2.230 0.706 -0.846
C -0.381 -2.525 -0.367 -0.544
C 1.258 -1.071 0.573 0.929
C -0.413 -1.909 -1.644 0.780
C 1.311 -0.536 -0.691 -0.379
C 0.543 -0.918 -1.788 -0.623
O 2.033 -0.772 1.636 -0.512
H 0.515 -2.954 1.503 0.450
H -1.022 -3.403 -0.334 0.332
H 2.868 -0.409 1.339 0.399
H 2.136 0.159 -0.884 0.204
H -1.099 -3.088 -3.343 0.306
H -1.675 -1.403 -3.307 0.307
H 0.553 -0.298 -2.681 0.367
H -2.304 -2.818 -2.527 0.408

=====

In terms of stability, entry w leads; the second structure lies 1.029 eV higher.